A molecular structure, C26H22BBr2ClCoN11O3 at a distorted geometry, computed with ωB97M-V/def2-TZVPD.

Positions of all 67 atoms, in Å:
1 Br 2.6267 -2.7233 2.4862
2 Br 0.2516 -2.4047 4.6449
3 Co 0.2213 -0.8332 0.8905
4 Cl -0.0734 -1.0050 -5.9172
5 O 1.9814 1.6805 -0.0540
6 O 3.9490 -0.6142 -1.6540
7 O 1.9684 -0.5392 0.3146
8 N -2.9753 2.2905 1.8512
9 N -2.3548 -0.1429 1.7795
10 N -0.5740 1.4629 2.3800
11 N 0.4067 0.5681 2.1518
12 N -1.5070 -1.1750 1.6460
13 N 1.1435 -5.8349 -2.5506
14 N -0.7043 0.3970 -0.4381
15 N 0.0604 -2.2296 -0.2190
16 N -2.4844 -3.4747 -3.5833
17 N -1.4371 1.4062 0.0636
18 N -3.0555 3.0178 2.9862
19 C 2.1241 -2.7739 4.3654
20 C -2.1775 -2.2959 1.8989
21 C -4.1972 3.6742 2.9185
22 C 0.4429 -4.9415 -2.3491
23 C 1.1254 2.0113 3.6801
24 C -3.4926 -1.9829 2.2271
25 C 3.9152 0.3792 -0.6455
26 C 1.4395 0.8901 2.9239
27 C -0.4094 0.6768 -1.6994
28 C 1.6779 0.3755 -4.3897
29 C -0.1617 2.3487 3.2987
30 C 3.3007 1.8876 -3.2499
31 C -0.1549 -2.9670 -1.0896
32 C 2.6502 0.5367 -3.4040
33 C -1.6098 2.3367 -0.8905
34 C 1.4926 -1.9757 -3.9381
35 C -4.8954 3.3741 1.7330
36 C 3.0071 -0.5897 -2.6523
37 C 2.4302 -1.8260 -2.9352
38 C -3.5618 -0.6045 2.1321
39 C -1.5568 -3.6401 -2.9189
40 C 2.4944 0.5752 -0.0852
41 C -0.4168 -3.8447 -2.1017
42 C -0.9794 1.9023 -2.0404
43 C 1.1073 -0.8557 -4.6578
44 C -4.0816 2.4863 1.0808
45 B -1.8652 1.3214 1.5425
46 H -4.2830 -2.6626 2.4906
47 H 2.7027 -2.0297 4.8959
48 H 2.9779 2.3848 -2.3336
49 H 2.7403 -2.6749 -2.3383
50 H -2.1681 3.2374 -0.7010
51 H 2.3229 -3.7706 4.7343
52 H -0.8153 3.1368 3.6215
53 H 1.3825 1.2325 -4.9823
54 H 4.3871 1.7947 -3.2362
55 H -4.2112 1.9756 0.1398
56 H 1.0635 -2.9430 -4.1607
57 H -1.7001 -3.2598 1.8375
58 H 0.1824 0.0035 -2.3013
59 H 2.3553 0.3231 2.8877
60 H 1.7501 2.5161 4.3948
61 H -4.4875 4.3331 3.7211
62 H 4.2934 1.3425 -0.9776
63 H -0.9288 2.4006 -2.9920
64 H 4.5512 -0.0081 0.1515
65 H -4.3895 0.0634 2.3014
66 H -5.8467 3.7564 1.4066
67 H 3.0302 2.5233 -4.0918

Properties
**Spin multiplicity**: 1
**HOMO-LUMO gap (spin up / spin down)**: 5.8 / 6.0 eV
**Energy above the lowest of the compared OMol25 structures with the same formula, charge and spin**: 12.2 kcal per mole
**Energy**: -8847.94119 a.u.
**E_LUMO (spin up / spin down)**: -2.37 / -2.28 eV

Results of the natural (NBO) charge analysis, in e, for atoms 1 through 2:
1 Br 0.067
2 Br 0.047

=====

A molecular structure, C26H22BrN5V at a distorted geometry, computed with ωB97M-V/def2-TZVPD.

Positions of all 55 atoms, in Å:
1 Br -2.8775 6.6246 -2.5827
2 V -0.6551 0.8666 -0.5582
3 N -2.5529 -0.2512 1.1393
4 N 0.4689 0.5563 -2.1000
5 N 1.6237 -0.1251 -2.0834
6 N -2.0781 0.9573 0.8095
7 N 0.3111 -0.3787 0.4394
8 C -3.8936 -0.1899 1.3492
9 C -1.7110 -1.3378 1.4513
10 C -0.3339 -1.3808 1.0956
11 C -0.7803 2.7998 -0.8186
12 C -0.3547 4.0739 -0.4639
13 C 2.3360 -0.3935 -0.9109
14 C 3.8509 -0.9095 1.3498
15 C 3.7076 -0.6102 -1.0069
16 C 0.3367 -2.5865 1.4092
17 C 0.1637 0.7456 -3.3840
18 C -0.9707 5.2099 -0.9779
19 C 1.1155 0.1458 -4.2053
20 C -2.4873 3.8194 -2.2316
21 C 4.4717 -0.9193 0.1037
22 C -2.2713 -2.3784 2.1876
23 C -1.5584 -3.5037 2.5578
24 C -2.0246 5.0730 -1.8602
25 C 2.0377 -0.4016 -3.3463
26 C -2.1973 -4.5697 3.3922
27 C -1.8618 2.7082 -1.7046
28 C 5.9306 -1.2222 -0.0422
29 C -3.1012 1.8065 0.8933
30 C 2.5017 -0.6632 1.4665
31 C -4.2760 1.1229 1.2050
32 C 1.6876 -0.4496 0.3417
33 C -0.2451 -3.6038 2.1201
34 H -5.2644 1.5235 1.2997
35 H -0.6434 6.1978 -0.6905
36 H -2.2662 1.7204 -1.9683
37 H -3.3244 3.7271 -2.9094
38 H 1.1279 0.1162 -5.2735
39 H 0.3313 -4.4839 2.3580
40 H -0.7048 1.3034 -3.6807
41 H -3.2938 -2.3097 2.5222
42 H 2.0337 -0.6674 2.4412
43 H 6.1219 -1.8260 -0.9286
44 H -2.9421 -5.1131 2.8102
45 H 6.4852 -0.2923 -0.1545
46 H 0.4615 4.1917 0.2419
47 H 6.3070 -1.7404 0.8366
48 H 4.4352 -1.1269 2.2308
49 H -2.7008 -4.1345 4.2549
50 H -4.4987 -1.0477 1.5557
51 H -1.4502 -5.2779 3.7426
52 H 2.8975 -1.0015 -3.5593
53 H -2.9683 2.8588 0.7322
54 H 1.3546 -2.7126 1.0756
55 H 4.1883 -0.5402 -1.9713

Properties
**Spin multiplicity**: 2
**HOMO-LUMO gap (spin up / spin down)**: 6.2 / 5.3 eV
**Energy above the lowest of the compared OMol25 structures with the same formula, charge and spin**: 27.6 kcal per mole
**Energy**: -4795.65449 a.u.
**E_LUMO (spin up / spin down)**: 0.44 / 0.33 eV

Results of the natural (NBO) charge analysis, in e, for atoms 1 through 2:
1 Br 0.016
2 V 0.905

=====

A molecular structure, C26H22FN8O2Tm, computed with ωB97M-V/def2-TZVPD.

Positions of all 60 atoms, in Å:
1 Tm 0.1970 -1.7828 -0.2745
2 F -0.4110 -8.1855 -0.9488
3 O -3.3829 -1.7579 0.2105
4 O 0.4000 0.5685 0.0298
5 N 0.6184 -1.9773 2.1834
6 N 0.0264 2.7022 0.7015
7 N -0.7366 -1.2208 -2.7207
8 N 4.6551 -0.9407 0.6635
9 N 1.2301 -1.9234 4.8846
10 N -0.2116 2.1182 -1.5288
11 N 2.5955 -1.4023 0.2492
12 N 4.0859 -1.0333 1.8799
13 C -0.0499 -4.0683 -0.7288
14 C 2.1214 -1.5622 3.9696
15 C -0.9436 -0.0293 -2.1739
16 C -2.9777 7.5915 0.4197
17 C 0.4975 1.0876 -3.6796
18 C 0.0387 -1.2651 -3.8161
19 C -0.2630 -2.3742 3.1026
20 C 0.8158 -6.2499 -1.4309
21 C -2.1620 6.3277 0.5032
22 C -1.0872 6.1021 -0.3477
23 C 3.7727 -1.1643 -0.3026
24 C -2.4703 5.3412 1.4445
25 C -0.2393 1.1067 -2.5095
26 C -0.6968 3.9504 0.6297
27 C 0.0644 1.7576 -0.2413
28 C -0.3030 -6.8566 -0.8901
29 C 2.8434 -1.3116 1.5964
30 C -1.3126 -6.1293 -0.2901
31 C 1.8268 -1.6032 2.6142
32 C -1.1698 -4.7508 -0.2225
33 C 0.0491 -2.3545 4.4513
34 C 0.9253 -4.8703 -1.3427
35 C -2.3121 -1.5243 0.4020
36 C -1.7517 4.1599 1.5076
37 C -0.3449 4.9292 -0.2812
38 C 0.5878 -0.1173 -4.3700
39 H 1.8148 -4.4200 -1.7768
40 H -3.2868 5.5034 2.1387
41 H -2.1853 -6.6374 0.1022
42 H -2.4638 8.3644 -0.1496
43 H 1.0122 1.9736 -4.0335
44 H 3.0975 -1.2366 4.3087
45 H -0.3099 3.0956 -1.7593
46 H 1.5792 -6.8534 -1.9059
47 H 1.1434 -0.1781 -5.2964
48 H -2.0080 3.4011 2.2392
49 H -3.1960 7.9809 1.4142
50 H -1.2268 -2.7234 2.7571
51 H -3.9339 7.3930 -0.0691
52 H 0.1995 -2.2424 -4.2538
53 H 4.0037 -1.1490 -1.3564
54 H -0.6663 -2.6872 5.1932
55 H 0.5402 4.8270 -0.9026
56 H -1.6919 0.0397 -1.3916
57 H 5.6412 -0.7394 0.5835
58 H -1.9856 -4.2075 0.2519
59 H -0.8072 6.8640 -1.0653
60 H 0.2047 2.3441 1.6280

Properties
**Spin multiplicity**: 3
**HOMO-LUMO gap (spin up / spin down)**: 7.0 / 7.0 eV
**Charge**: +2
**Energy above the lowest of the compared OMol25 structures with the same formula, charge and spin**: 1.4 kcal per mole
**Energy**: -2777.14072 a.u.
**E_LUMO (spin up / spin down)**: -6.35 / -6.34 eV

Results of the natural (NBO) charge analysis, in e, for atoms 1 through 2:
1 Tm 1.974
2 F -0.300

=====

A molecular structure, C26H22InN2O5P, computed with ωB97M-V/def2-TZVPD.

Positions of all 57 atoms, in Å:
1 In 0.7343 -1.3425 -2.1792
2 P 0.5852 -1.7175 0.4372
3 O 4.3512 0.0821 -0.8799
4 O -4.4202 4.1639 -4.2934
5 O 2.7508 -1.1964 -1.7186
6 O -0.7812 -1.6639 -3.2445
7 O -3.1919 2.6114 -2.0671
8 N -2.4270 4.5056 -3.0328
9 N 0.6527 1.0016 -2.0744
10 C -1.3961 0.1672 0.5961
11 C 0.2024 3.7138 -1.9525
12 C 2.2538 -2.4452 2.5050
13 C 1.6597 1.8353 -1.7938
14 C -2.2506 3.2919 -2.4395
15 C -1.8698 -5.3219 1.8594
16 C -0.2254 -4.3426 0.4123
17 C -2.0680 -4.0929 2.4695
18 C 1.4708 3.2041 -1.7269
19 C 4.5835 -1.5525 1.3260
20 C 4.6238 -2.1163 2.5884
21 C -1.3396 -2.9856 2.0588
22 C -0.5666 1.4841 -2.3056
23 C 3.4531 -2.5650 3.1842
24 C -3.7821 4.9377 -3.3149
25 C -0.4099 -3.1074 1.0308
26 C -0.9464 -5.4479 0.8294
27 C 3.5079 -0.7896 -0.7500
28 C 3.3885 -1.4478 0.6159
29 C -1.9908 1.3493 1.0038
30 C -0.1678 -0.2238 1.1347
31 C -0.1335 1.7688 2.4789
32 C -0.8382 2.8430 -2.2460
33 C 0.4649 0.5827 2.0733
34 C -1.3561 2.1505 1.9462
35 C 2.2068 -1.8963 1.2211
36 H -2.9298 1.6545 0.5608
37 H 5.5685 -2.2013 3.1094
38 H 5.4819 -1.1759 0.8580
39 H 1.3393 -2.7882 2.9731
40 H -4.3340 4.9186 -2.3744
41 H -0.7997 -6.4025 0.3424
42 H -4.5790 3.2928 -3.9081
43 H 0.3614 2.3962 3.2088
44 H 3.4707 -3.0018 4.1742
45 H 2.6341 1.3886 -1.6334
46 H -2.4423 -6.1827 2.1793
47 H -1.3258 0.7479 -2.5580
48 H -1.8768 -0.4476 -0.1592
49 H -1.4968 -2.0250 2.5339
50 H 0.4806 -4.4390 -0.4054
51 H 0.0197 4.7788 -1.8765
52 H -1.6802 4.8631 -3.6059
53 H -3.7406 5.9579 -3.6889
54 H 1.4245 0.2918 2.4832
55 H -1.8148 3.0796 2.2596
56 H 2.3041 3.8503 -1.4913
57 H -2.7933 -3.9940 3.2665

Properties
**Spin multiplicity**: 1
**HOMO-LUMO gap**: 7.8 eV
**Energy above the lowest of the compared OMol25 structures with the same formula, charge and spin**: 3.7 kcal per mole
**Energy**: -2021.18846 a.u.
**E_LUMO**: -0.13 eV

Results of the Mulliken charge analysis, in e, for atoms 1 through 2:
1 In 1.417
2 P 0.531